This record from the Open Molecules 2025 dataset describes 7 unconnected molecules or ions with the total composition C14H28O28S7. The level of theory is wB97M-V/def2-TZVPD.

Geometry as XYZ:
```
77
Properties=species:S:1:pos:R:3:forces:R:3
C -5.9868 3.5983 1.4870 0.2 0.1 -2.5
C -7.3798 3.9294 0.9411 0.4 -0.2 1.4
O -8.1071 3.7970 2.1955 -1.3 -0.1 1.2
S -7.5542 2.6252 3.2861 0.3 2.0 -1.4
O -8.3897 1.4301 3.2648 2.0 2.1 -0.5
O -7.2701 3.2565 4.5690 -0.4 -1.1 -2.4
O -6.1573 2.5427 2.3468 -1.0 -2.7 2.8
H -5.4593 4.4356 1.9439 -0.5 0.2 0.2
H -5.3568 3.2325 0.6762 0.2 -0.1 0.0
H -7.8997 3.3255 0.1973 0.7 -0.7 0.1
H -7.3463 4.9140 0.4747 -0.5 0.5 0.9
C -9.5625 3.7790 -8.6696 -0.5 0.1 -0.7
C -10.0506 3.5586 -7.2628 -1.2 -2.3 0.5
O -9.1671 4.1314 -6.3555 1.9 2.0 0.6
S -8.0904 5.1436 -7.1148 -1.0 1.0 -0.2
O -6.7153 4.9509 -6.6921 -2.7 0.2 -0.5
O -8.6969 6.4973 -7.1399 1.6 -3.4 -0.2
O -8.2887 4.3226 -8.5200 1.9 1.7 0.6
H -10.2049 4.4362 -9.2557 0.0 0.1 0.0
H -9.4131 2.8451 -9.2115 -0.2 0.0 0.1
H -9.9999 2.4961 -7.0248 0.0 -0.2 -0.2
H -11.0988 3.7851 -7.0674 0.1 0.8 -0.1
C 3.2895 2.7199 -1.4810 -0.4 -1.6 1.7
C 2.6216 1.3062 -1.2125 0.6 1.1 0.4
O 1.1945 1.5306 -1.1861 -0.8 1.8 -0.8
S 0.7849 3.0281 -1.8601 0.8 1.2 -1.5
O 0.4476 4.0339 -0.8573 0.4 -2.4 -1.2
O -0.0374 2.9827 -3.0905 2.2 -0.7 3.4
O 2.3662 3.3256 -2.3306 -1.4 0.3 -1.1
H 4.3260 2.5929 -1.7934 -0.4 0.0 -1.3
H 3.4392 3.3568 -0.6091 -0.6 -0.3 0.6
H 2.9124 0.8674 -0.2581 -0.2 0.2 0.1
H 2.8815 0.5838 -1.9863 -0.2 0.2 -0.3
C 9.0711 -6.7328 -0.9069 2.1 1.4 1.6
C 9.0891 -6.2632 -2.3532 -1.4 -0.2 0.8
O 7.7253 -5.8805 -2.5081 -2.0 1.9 -1.3
S 7.1872 -5.0130 -1.1849 1.4 -0.1 -0.4
O 5.7627 -5.0338 -1.0853 1.1 -1.0 -0.2
O 7.7653 -3.6730 -0.9810 0.0 -3.3 -0.7
O 7.9002 -6.2314 -0.3473 -2.3 1.6 2.1
H 9.8767 -6.1837 -0.4195 0.4 -0.1 0.2
H 9.2100 -7.7474 -0.5333 -0.5 -0.3 -1.0
H 9.2952 -7.1368 -2.9717 0.2 0.8 -0.7
H 9.5958 -5.3031 -2.4513 1.1 -0.7 -0.4
C -6.1744 -2.0475 -2.6196 0.2 -0.8 0.1
C -4.9259 -2.7730 -2.0634 -0.7 0.4 -0.4
O -3.8644 -2.3487 -2.9263 1.1 -0.4 -0.5
S -4.3449 -2.2387 -4.4660 -2.1 1.5 0.9
O -4.6449 -3.5378 -5.0398 1.0 1.9 0.7
O -3.6176 -1.1715 -5.1472 -1.4 -2.7 1.4
O -5.8211 -1.5978 -3.9227 0.7 -0.2 -1.1
H -6.4843 -1.2322 -1.9659 0.3 0.4 -0.4
H -7.0019 -2.7569 -2.6317 -0.1 0.0 -0.4
H -5.0619 -3.8537 -2.1034 0.3 0.0 0.0
H -4.7609 -2.4246 -1.0439 0.6 -0.2 -0.2
C -0.6491 0.1668 7.2113 0.6 -0.3 -1.1
C 0.6387 -0.2935 6.4727 -1.3 1.2 1.0
O 1.0012 -1.4057 7.2585 1.1 -1.1 1.4
S 0.8768 -1.0314 8.8897 -2.0 -0.2 -0.3
O 2.0514 -0.3511 9.4362 -2.4 -1.5 -1.4
O 0.2127 -2.1567 9.5654 2.2 2.3 -1.4
O -0.3563 0.0424 8.5578 2.3 0.1 2.9
H -1.4722 -0.5457 7.1565 -0.3 0.3 -1.4
H -0.8590 1.2015 6.9401 -0.4 -0.1 0.3
H 1.4350 0.4453 6.5630 -0.1 0.3 -0.2
H 0.3989 -0.4557 5.4219 0.4 -0.9 0.2
C 11.3732 -1.0521 3.4032 0.7 -0.8 1.1
C 10.9979 -2.1796 4.3975 0.3 -1.6 -0.8
O 9.6232 -2.1045 4.6797 -1.7 1.9 0.2
S 9.0990 -0.5457 4.5949 1.0 -1.5 0.6
O 9.4431 0.0743 5.8732 -1.0 -0.5 -2.5
O 7.7447 -0.5598 4.0371 3.3 0.5 1.0
O 10.3189 -0.1784 3.4883 -3.6 2.2 0.4
H 11.5036 -1.3764 2.3708 -0.1 -0.2 0.1
H 12.2561 -0.5084 3.7392 0.2 -0.2 -0.1
H 11.5832 -2.2179 5.3162 0.0 0.2 -0.1
H 10.9716 -3.1471 3.8961 1.0 -0.1 0.1
```
Positions in Å, forces in eV/Å.

- Spin multiplicity: 1
- HOMO level: -11.1 eV
- Frontier orbital gap: 11.21 eV
- SMILES string: O=S1(=O)OCCO1.O=S1(=O)OCCO1.O=S1(=O)OCCO1.O=S1(=O)OCCO1.O=S1(=O)OCCO1.O=S1(=O)OCCO1.O=S1(=O)OCCO1
- ΔE to the lowest compared entry with this formula, charge and spin: 148.47 kcal/mol



This record from the Open Molecules 2025 dataset describes a molecular structure, C14H29BClFN3O4P2S2Sr. The level of theory is wB97M-V/def2-TZVPD.

Geometry as XYZ:
```
58
Properties=species:S:1:pos:R:3:forces:R:3
C -2.1350 -1.3885 2.3760 0.0 -0.1 -0.3
C -1.3696 -0.5763 1.6371 -0.1 0.7 0.2
C -0.6108 -0.9450 0.3497 -0.4 -0.4 -0.5
C -1.5314 -1.8775 -0.4933 -1.0 -0.1 -0.6
C -2.7595 -1.1667 -1.2110 -0.2 -0.9 0.2
C -4.0174 -0.9343 -0.3037 -0.7 0.6 -1.0
C -4.0929 0.5645 0.1676 1.2 -0.1 0.5
N -4.3759 0.7081 1.6267 -0.5 0.8 -0.9
O -0.3098 0.1140 -0.5446 0.1 -1.2 0.3
P 1.3206 0.7106 -0.5367 0.8 3.4 4.2
F 0.9650 1.2884 1.0597 0.5 -0.5 -0.6
C 3.1432 1.1887 -0.5025 0.6 -0.2 1.0
C 3.6274 1.9606 0.7600 0.9 0.7 0.0
C 3.2756 3.4863 0.7384 0.0 -0.7 -0.9
Cl 4.6167 4.4861 1.4561 -0.7 -0.4 0.0
C 0.6165 2.3745 -1.1120 -1.0 0.6 -1.4
B 1.0387 2.8426 -2.5725 -0.1 0.4 -0.6
O 0.2307 2.4974 -3.6977 0.9 -0.8 1.1
O 2.2128 3.5868 -2.8401 -0.4 -1.4 0.4
N 1.7097 0.0678 -2.2849 -1.7 -2.0 -0.6
C 0.8402 -0.5942 -2.7422 0.4 1.5 -1.7
S -0.3780 -0.9717 -3.8237 0.6 -0.3 0.5
O 1.8509 -0.7644 0.2190 -1.8 -0.6 -1.2
C 0.8086 -1.5801 0.7523 0.8 1.1 0.3
C 1.1854 -1.5788 2.2781 0.8 -1.5 -0.1
N 0.5611 -2.6922 3.0296 0.0 0.8 0.7
P 1.2618 -3.2501 -0.0493 1.4 0.1 1.1
S 2.5147 -4.3440 0.9354 -0.3 -0.1 -0.2
H -2.3113 -1.1861 3.4455 -0.4 0.3 -0.9
H -2.6514 -2.2840 1.9826 1.0 0.2 0.5
H -1.2232 0.4594 2.0014 0.7 -0.8 -0.1
H -0.9171 -2.3719 -1.3074 0.1 2.4 2.9
H -1.9599 -2.7316 0.0897 0.5 0.5 -0.2
H -2.5160 -0.2109 -1.7076 0.3 -0.6 0.2
H -3.1094 -1.8704 -2.0489 0.3 0.5 0.6
H -4.1310 -1.6580 0.5219 0.3 0.5 -0.3
H -4.9017 -1.0862 -0.9678 0.5 -0.1 0.5
H -4.7916 1.1654 -0.4483 0.3 -0.6 0.2
H -3.0827 1.0085 -0.0021 -0.7 -0.3 0.0
H -3.7440 1.4419 1.9538 -0.2 -0.4 0.2
H -5.2950 1.1562 1.6847 0.2 -0.4 0.3
H 3.7100 0.2304 -0.5065 -0.4 0.6 -0.1
H 3.4897 1.7458 -1.3955 -0.6 -0.2 0.3
H 3.3584 1.4810 1.7207 -0.1 0.2 -0.6
H 4.7429 1.9363 0.7254 -0.7 -0.1 0.0
H 2.3003 3.7116 1.2021 0.7 0.0 0.1
H 3.2310 3.8020 -0.3266 0.0 -0.1 0.7
H 0.7784 3.1832 -0.3704 0.4 -0.9 -0.2
H -0.4890 2.2395 -1.1421 0.7 0.1 0.0
H 0.7790 1.9156 -4.2524 -0.4 0.7 -0.4
H 2.8429 2.9559 -3.2305 0.1 0.7 -0.1
H 1.0460 -0.5788 2.7263 -0.3 -0.5 -0.5
H 2.2847 -1.7555 2.2833 -0.7 0.3 -0.2
H 1.2804 -3.3509 3.3275 -0.2 0.1 -0.3
H 0.2153 -2.2929 3.9058 -0.2 -0.3 -0.4
H 1.9108 -2.8607 -1.2691 -0.9 0.1 0.0
H 0.0740 -3.9582 -0.4866 0.1 0.0 -0.1
Sr -1.1200 -3.4492 -2.7806 -0.3 -1.5 -1.8
```
Positions in Å, forces in eV/Å.

- Spin multiplicity: 1
- HOMO level: -11.6 eV
- Frontier orbital gap: 6.15 eV
- Net charge: +1



This record from the Open Molecules 2025 dataset describes a molecular structure, C14H29BN2O3P2RuS2. The level of theory is wB97M-V/def2-TZVPD.

Geometry as XYZ:
```
54
Properties=species:S:1:pos:R:3:forces:R:3
Ru 0.3359 0.5429 -0.4388 -4.7 0.0 -1.7
H 2.0500 2.4080 -2.7404 -1.4 0.6 -1.2
H 2.3193 1.0560 -0.8062 1.1 0.3 -0.2
P 0.1831 2.5774 0.6212 0.7 2.1 1.2
P 0.4838 -1.0156 -2.1022 1.1 -2.6 -1.7
C -1.0125 -1.3209 -3.0864 -0.2 0.6 0.0
H -0.7658 -1.8887 -3.9961 0.0 0.1 0.3
H -1.7209 -1.8766 -2.4469 0.4 0.3 -0.6
H -1.4510 -0.3529 -3.3590 0.0 -0.3 -0.2
C 1.8791 -0.8556 -3.2697 -0.1 0.4 0.2
H 2.8209 -1.0860 -2.7478 -0.3 0.0 -0.2
H 1.7536 -1.5496 -4.1136 0.1 0.2 0.3
H 1.9129 0.1801 -3.6336 0.1 -0.4 -0.2
C 0.7935 -2.6751 -1.3737 0.0 0.3 0.4
H -0.1030 -2.9864 -0.8204 0.5 -0.1 -0.2
H 1.0047 -3.4178 -2.1572 -0.1 0.3 0.1
H 1.6487 -2.6119 -0.6850 -0.2 -0.2 -0.2
C 0.6755 4.0172 -0.3790 -0.2 -0.2 -0.1
H 0.5320 4.9484 0.1819 0.1 -0.2 -0.1
H 1.7177 3.9288 -0.7054 -0.2 0.1 0.2
H 0.0464 4.0314 -1.2761 0.1 0.1 0.1
C -1.4707 2.9995 1.2761 -0.1 -0.1 -0.1
H -1.8266 2.1949 1.9282 0.1 0.3 -0.1
H -1.4450 3.9388 1.8434 0.2 -0.2 -0.2
H -2.1850 3.0943 0.4503 0.1 0.1 0.1
C 1.2712 2.6117 2.0809 -0.1 0.0 0.1
H 2.3226 2.6266 1.7690 -0.2 0.0 0.1
H 1.0682 3.4905 2.7020 0.1 -0.1 -0.1
H 1.1017 1.7022 2.6705 0.1 0.3 0.0
C 1.1529 -0.4291 0.8961 3.6 -3.2 4.9
O 1.6748 -1.0669 1.7289 -1.9 2.0 -2.8
H 3.6690 1.9045 -0.2634 0.0 -0.1 0.0
H 3.8721 0.5672 -1.2268 -0.1 0.2 0.1
H 3.8795 1.8045 -3.2481 -1.1 -0.7 -0.8
H 3.6304 3.4231 -2.0807 -1.3 0.6 0.2
B 3.2133 2.3283 -2.3844 3.8 -0.7 2.1
N 3.2933 1.4007 -1.0699 0.2 0.0 -0.3
H 0.4082 1.2232 -1.9434 0.3 0.5 -0.1
O -1.7246 -4.6341 0.1504 -0.9 2.0 0.4
S -2.7689 -3.6385 0.2994 -0.9 -3.0 0.0
O -4.1267 -4.0095 -0.0142 1.7 1.2 0.3
N -2.3092 -2.2387 -0.4678 -0.3 1.0 0.1
C -2.2172 -1.1869 0.3246 -0.1 -1.6 -0.3
S -1.9941 0.3575 -0.3588 0.4 0.9 -0.3
C -2.3408 -1.4881 1.7466 0.6 0.7 0.2
C -2.0182 -0.7258 2.8814 0.1 0.0 0.6
C -2.1187 -1.3135 4.1477 0.5 1.7 -1.0
C -2.5056 -2.6623 4.2710 -0.5 -1.1 0.0
C -2.7650 -3.4358 3.1298 -0.3 -0.4 -1.1
C -2.6725 -2.8393 1.8839 -0.3 -1.9 1.9
H -1.6441 0.2859 2.7382 -0.3 -0.2 0.3
H -1.8821 -0.7307 5.0419 -0.1 -0.2 -0.3
H -2.6014 -3.1188 5.2577 0.1 0.1 -0.2
H -3.0449 -4.4885 3.1734 0.1 0.2 0.3
```
Positions in Å, forces in eV/Å.

- Spin multiplicity: 6
- HOMO level (spin up / spin down): -18.4 / -19.0 eV
- Frontier orbital gap (spin up / spin down): 7.56 / 4.30 eV
- Net charge: +3
- Expectation value of S²: 8.818



This record from the Open Molecules 2025 dataset describes 4 unconnected molecules or ions with the total composition C14H29BrF4O8S2. The level of theory is wB97M-V/def2-TZVPD.

Geometry as XYZ:
```
58
Properties=species:S:1:pos:R:3:forces:R:3
O 3.2050 -0.0301 2.2203 -0.8 2.0 -3.5
S 3.6763 0.5296 0.9196 5.7 -3.5 3.5
O 5.1587 0.2368 0.8387 -4.1 1.7 -0.9
C 2.9250 -0.2394 -0.5762 -0.7 -0.1 -1.4
C 2.1907 0.8258 -1.4940 0.7 -0.2 -0.3
F 3.2236 1.4806 -2.2716 -1.4 -0.7 1.2
C 1.4215 2.0094 -0.7360 1.1 -0.2 -0.3
S -0.3858 1.6109 -0.4804 -4.4 4.7 -5.4
O -1.1941 2.8233 -0.0695 3.0 -3.5 0.6
O -0.8920 1.2790 -1.8755 2.2 -0.7 3.3
C -0.7285 0.0943 0.5360 -2.4 -2.5 3.0
F 0.3490 -0.4704 1.1954 -2.0 1.0 -2.0
F -1.6632 0.4539 1.5312 2.2 -0.6 -2.3
F -1.4103 -0.8459 -0.2652 2.2 2.0 1.7
C 2.1710 2.6242 0.5352 -0.4 1.7 0.1
Br 1.1107 2.5210 2.2438 0.6 -0.1 -1.1
O 3.5272 2.1800 0.7402 -1.7 -1.8 -0.5
H 2.2497 -1.1392 -0.3489 0.9 1.6 0.3
H 3.7782 -0.6791 -1.2064 -1.0 1.0 1.2
H 1.5405 0.2735 -2.2533 0.6 1.0 1.2
H 1.3863 2.8531 -1.5187 -0.5 -1.3 1.1
H 2.2566 3.7548 0.3660 0.0 -1.9 0.3
C -2.2707 -0.1411 -5.7111 0.1 -0.1 -0.2
C -3.1188 -0.9854 -4.7729 0.2 0.6 0.2
C -4.2269 -0.1614 -4.1362 -0.2 -0.1 0.1
O -2.2907 -1.5368 -3.7513 0.1 -0.3 0.1
H -1.7878 0.6782 -5.1690 -0.2 0.0 0.0
H -1.4720 -0.7429 -6.1526 -0.1 0.0 0.0
H -2.8754 0.2825 -6.5168 0.1 0.0 0.0
H -3.5542 -1.8228 -5.3246 0.1 -0.1 0.2
H -3.8107 0.6572 -3.5404 0.1 0.0 -0.1
H -4.8210 -0.7776 -3.4563 0.0 0.0 -0.1
H -4.8902 0.2617 -4.8947 0.0 0.0 0.1
H -1.9000 -0.8028 -3.2565 -0.1 0.0 -0.1
C 4.0655 1.6299 5.2313 0.0 -0.2 -0.3
C 4.1191 3.1243 4.9564 -0.1 -0.3 0.7
C 4.7756 3.8751 6.1044 0.2 0.3 -0.1
O 2.7945 3.6194 4.7608 -0.1 0.2 -0.2
H 3.4750 1.4197 6.1292 0.1 0.1 0.1
H 3.5820 1.1045 4.4044 0.1 0.1 0.0
H 5.0679 1.2174 5.3688 -0.1 0.0 0.0
H 4.6738 3.3083 4.0322 -0.2 0.1 0.0
H 4.2095 3.7415 7.0319 0.0 -0.1 0.0
H 4.7973 4.9484 5.8987 0.0 -0.1 0.0
H 5.7992 3.5295 6.2680 -0.1 0.0 0.0
H 2.2955 3.4615 5.5724 0.1 0.0 -0.1
C -3.3496 -4.8939 -1.6546 0.1 -0.2 -0.1
C -3.6783 -4.6735 -0.1860 -0.1 0.5 -0.5
C -4.9667 -3.8828 -0.0202 -0.2 0.0 0.2
O -2.6064 -3.9715 0.4401 0.2 -0.1 0.3
H -3.2059 -3.9386 -2.1702 -0.1 0.0 0.0
H -2.4163 -5.4532 -1.7591 -0.1 0.0 0.0
H -4.1466 -5.4460 -2.1592 0.0 0.0 0.0
H -3.7722 -5.6388 0.3185 0.2 0.1 0.1
H -4.8784 -2.8930 -0.4796 0.0 -0.1 -0.1
H -5.1846 -3.7221 1.0387 0.0 -0.1 -0.1
H -5.8118 -4.4046 -0.4760 0.0 0.1 0.0
H -2.5153 -3.1162 0.0010 -0.1 -0.1 0.0
```
Positions in Å, forces in eV/Å.

- Spin multiplicity: 1
- HOMO level: -10.1 eV
- Frontier orbital gap: 9.20 eV
- SMILES string: O=S1(=O)C[C@H](F)[C@@H](S(=O)(=O)C(F)(F)F)[C@@H](Br)O1.CC(C)O.CC(C)O.CC(C)O
- ΔE to the lowest compared entry with this formula, charge and spin: 48.25 kcal/mol